Entry 1:
38
Properties=species:S:1:pos:R:3:forces:R:3:nbo_charge:R:1 method="wB97M-V/def2-TZVPD" orbital_gap_ha="0.229 / 0.260" multiplicity=3 total_charge=+2 total_energy_ha=-1479.32523
W 0.523747 0.768270 0.049270 0.28 -0.06 -0.01 1.487
C -0.638588 5.144403 -0.055448 -0.01 0.02 0.00 -0.700
C -0.516128 3.665905 -0.025864 0.12 0.04 0.00 0.324
N 0.606016 3.010295 0.015957 -0.10 -0.08 -0.02 -0.352
N 1.749285 3.733789 0.030287 0.09 0.20 -0.01 -0.347
C 2.822224 3.019000 0.063534 -0.10 -0.13 0.07 0.334
N 4.036990 3.547465 0.090584 0.04 0.00 -0.01 -0.731
S 2.751329 1.221441 0.090936 -0.12 0.06 -0.02 0.120
C -1.699899 2.804684 -0.042450 -0.07 0.01 0.00 0.179
C -2.996635 3.275325 -0.075092 0.05 -0.01 0.00 -0.189
C -4.048876 2.367629 -0.086848 0.00 -0.03 0.00 -0.060
C -3.783871 1.004308 -0.067631 -0.02 0.05 0.00 -0.213
C -2.473394 0.585158 -0.036899 0.00 -0.07 0.01 0.094
N -1.445347 1.465357 -0.023062 -0.06 0.01 0.01 -0.573
H 0.337817 5.613347 -0.060834 0.00 0.00 0.00 0.284
H -1.196096 5.488930 0.818856 0.00 -0.01 0.00 0.267
H -1.192144 5.456722 -0.943718 0.00 -0.01 0.00 0.266
H 4.141204 4.551659 0.081759 0.00 0.00 0.00 0.443
H 4.865844 2.977793 0.124042 0.00 0.01 -0.01 0.434
H -3.184041 4.338955 -0.090528 0.00 0.00 0.00 0.265
H -5.069871 2.724964 -0.111548 0.00 0.00 0.00 0.266
H -4.579597 0.273727 -0.076557 0.01 -0.01 0.00 0.273
H -2.213656 -0.466384 -0.021060 0.00 0.01 0.00 0.243
C -0.887789 -4.864678 0.257772 0.05 0.02 -0.03 -1.102
Si 0.882896 -4.339096 0.019513 0.06 -0.14 0.02 1.552
C 1.994948 -4.762391 1.447671 -0.07 0.02 -0.07 -1.105
C 1.586627 -4.767154 -1.645704 -0.07 0.02 0.08 -1.108
C 0.786649 -2.431343 0.043482 0.03 0.05 0.00 -0.002
C 0.724792 -1.190023 0.060085 -0.13 0.04 0.00 -0.687
H -0.932042 -5.956278 0.267885 0.02 0.00 0.00 0.271
H -1.527308 -4.520465 -0.556039 0.00 0.00 0.00 0.250
H -1.296362 -4.511588 1.205080 0.01 0.01 0.01 0.253
H 2.099460 -5.848494 1.501736 0.00 0.00 0.01 0.269
H 1.581843 -4.418019 2.396085 0.01 -0.01 0.01 0.256
H 2.992803 -4.340611 1.324617 0.00 0.00 0.00 0.256
H 1.671358 -5.853357 -1.725658 0.00 0.00 -0.01 0.269
H 2.582680 -4.347432 -1.788606 0.00 0.01 0.02 0.257
H 0.943149 -4.421803 -2.455616 0.00 -0.01 -0.01 0.255

Entry 2:
239
Properties=species:S:1:pos:R:3:forces:R:3:lowdin_spin:R:1 method="wB97M-V/def2-TZVPD" orbital_gap_ha="0.171 / 0.308" multiplicity=4 total_energy_ha=-6475.67348
Ti -1.477950 -1.288632 -1.900969 0.18 0.23 -0.65 2.444
C 2.515027 0.363318 -0.431879 -0.12 -0.81 0.49 0.012
F 2.488920 -0.364158 0.722099 0.06 0.43 -1.74 0.000
F 3.416843 1.329136 -0.250772 -0.28 -0.52 -0.55 0.003
F 2.877245 -0.434152 -1.507085 -0.34 1.16 1.78 0.004
S 0.812590 1.185093 -0.736323 1.22 -0.15 -2.29 0.046
O 0.851720 2.353754 0.099270 -0.41 -0.52 0.16 0.019
O 0.853445 1.443105 -2.187452 -0.55 -1.00 1.94 0.015
N -0.341462 -0.086405 -0.308472 2.07 1.87 -1.71 0.092
S -0.839838 0.365555 1.103234 -0.04 -0.72 4.55 0.013
O 0.173574 0.321667 2.195620 -2.14 0.27 -2.51 0.002
O -1.756092 1.472341 1.015938 -0.15 0.01 0.52 0.007
C -1.990584 -1.124326 1.570607 0.88 0.14 -0.92 0.005
F -2.821951 -0.859373 2.563020 0.11 0.28 -0.23 0.001
F -2.737200 -1.412520 0.452570 0.24 -0.32 0.80 0.028
F -1.269468 -2.213605 1.923820 -0.51 1.01 -0.26 0.001
C 1.860927 -3.629168 0.586098 -0.17 -0.46 -0.92 0.001
C 1.284180 -3.345419 -0.823224 -0.81 -0.11 0.47 0.010
C 1.416232 -4.513633 -1.834770 -0.03 0.18 0.69 0.003
O 2.755267 -4.866484 -2.140517 0.40 1.04 -1.22 0.001
C 3.337301 -3.976851 -3.170670 -0.06 -0.62 1.26 0.000
N -0.156244 -2.933417 -0.708630 1.16 0.71 -1.60 0.041
H 1.068235 -3.925177 1.273208 0.00 -0.18 -0.05 0.000
H 2.334070 -2.753418 1.030278 0.20 -0.17 -0.18 0.000
H 2.544234 -4.463345 0.426844 0.41 0.10 0.62 0.000
H 1.875703 -2.532829 -1.244998 -0.39 0.25 -0.06 0.002
H 0.863412 -4.272826 -2.742788 -0.08 0.28 -0.20 0.002
H 0.925820 -5.388847 -1.408627 0.15 -0.26 0.08 0.000
H 3.311937 -2.938572 -2.839848 -0.09 0.04 0.06 0.000
H 2.840421 -4.043667 -4.138521 -0.29 -0.28 0.10 0.000
H 4.388524 -4.234255 -3.300131 -0.16 -0.24 0.15 0.000
H -0.704588 -3.435550 -0.025064 0.08 -0.71 0.03 0.002
H -0.127357 -1.961429 -0.435637 0.38 0.01 0.62 0.012
C 1.117854 3.460974 5.388845 1.08 -0.01 -1.24 0.000
C -0.062874 4.344933 5.052613 -0.94 0.15 1.09 0.000
C -0.846815 3.917965 3.838460 0.80 -0.59 -0.59 0.000
O -1.785804 4.908418 3.530543 -0.16 0.35 0.75 0.000
C -2.599294 4.647642 2.410527 0.59 -0.03 0.93 0.000
N -0.953019 4.398209 6.210225 0.02 0.07 0.41 0.000
H 0.939019 2.415046 5.638127 -0.72 0.11 0.14 0.000
H 1.805306 3.852627 6.138597 -0.39 0.32 0.17 0.000
H 1.706157 3.384496 4.474435 0.35 -0.02 -0.14 0.000
H 0.209582 5.383547 4.865116 0.63 0.01 -0.14 0.000
H -1.316761 2.950494 4.015249 -0.28 -0.27 0.10 0.000
H -0.153472 3.777494 3.009212 0.11 -0.03 -0.47 0.000
H -3.166877 5.574236 2.324587 0.02 -0.17 -0.79 0.000
H -3.278771 3.816202 2.597887 -0.20 -0.21 0.02 0.000
H -1.929400 4.350668 1.603587 -0.34 0.36 -0.63 0.000
H -1.870777 4.655767 5.876340 -0.25 0.19 0.15 0.000
H -1.024948 3.454147 6.561906 -0.29 -0.11 0.11 0.000
C -5.743305 -0.451109 -2.793991 0.07 -0.67 -0.06 0.004
C -4.350188 -1.041459 -2.406106 0.02 -0.06 -2.03 0.015
C -3.994128 -2.357115 -3.132345 -1.38 -0.61 -0.11 0.007
O -2.820748 -2.988347 -2.673952 0.72 1.53 0.76 0.037
C -2.566378 -4.272254 -3.151335 -0.10 -1.17 0.38 0.006
N -3.297260 -0.047672 -2.774804 -0.12 -0.78 1.41 0.037
H -5.703793 0.636908 -2.741370 0.10 -0.08 -0.04 0.000
H -6.561951 -0.745471 -2.137269 0.13 -0.25 0.19 0.000
H -6.046817 -0.748386 -3.797784 0.12 0.09 -0.20 0.001
H -4.398555 -1.277323 -1.343036 0.66 0.53 0.12 0.004
H -3.890329 -2.214072 -4.207914 -0.16 0.30 -0.27 0.001
H -4.800590 -3.070719 -2.963547 -0.41 -0.07 -0.15 0.001
H -1.584170 -4.592001 -2.803319 0.16 0.42 -0.20 0.001
H -2.664253 -4.387278 -4.230815 0.12 0.33 -0.19 0.001
H -3.238538 -4.995246 -2.689174 -0.46 -0.01 0.04 0.000
H -3.706715 0.786451 -2.378996 0.70 0.89 0.82 0.005
H -3.208130 0.184637 -3.753671 -0.49 -0.79 -0.50 0.005
C -4.246307 4.504401 -0.826591 0.19 -0.30 -0.49 0.000
C -3.609401 3.333881 -1.582704 0.53 0.77 -0.45 0.000
C -2.095402 3.403643 -1.647630 1.16 0.46 -0.46 0.002
O -1.636546 4.542045 -2.379860 -2.00 0.93 0.21 0.001
C -0.237601 4.724907 -2.421135 -1.08 -2.18 0.15 0.000
N -4.007569 2.038054 -1.056479 -0.65 0.30 0.15 0.002
H -5.326763 4.372287 -0.769538 -0.11 -0.20 0.13 0.000
H -4.108282 5.431302 -1.383290 0.35 0.12 0.31 0.000
H -3.825036 4.527813 0.178436 -0.10 0.35 -0.01 0.000
H -3.882904 3.409392 -2.635129 -0.53 -0.15 -0.18 0.000
H -1.680865 2.560063 -2.199577 -0.20 -0.71 0.18 0.002
H -1.662354 3.379772 -0.647633 0.12 0.11 0.28 0.000
H 0.103277 3.804048 -2.894328 0.83 0.15 -0.37 0.000
H 0.097296 4.606063 -1.390691 0.78 1.04 0.07 0.000
H -0.039666 5.595701 -3.046145 0.28 0.07 0.62 0.000
H -4.970902 2.144185 -0.772158 -0.48 -0.36 -0.01 0.000
H -3.547456 1.834160 -0.180792 0.59 0.00 0.15 0.001
C 3.283729 5.892910 1.848525 -0.67 -1.41 1.18 0.000
C 4.692306 5.286230 2.081637 -0.51 0.99 -0.99 0.000
C 4.788716 3.740930 2.225796 0.68 0.00 0.70 0.000
O 4.160359 3.224595 3.403394 -0.03 0.81 0.59 0.000
C 4.674358 3.689153 4.691877 -0.80 -0.55 -0.91 0.000
N 5.406342 5.747340 0.892242 1.21 -1.33 -0.55 0.000
H 2.894404 5.560906 0.886075 0.25 -0.02 -0.26 0.000
H 3.259158 6.982417 1.869915 0.26 -0.05 0.14 0.000
H 2.538490 5.500480 2.540419 -0.10 0.21 0.43 0.000
H 5.227302 5.741978 2.914808 -0.37 -0.06 0.32 0.000
H 5.820437 3.389493 2.237447 0.70 0.75 0.30 0.000
H 4.482561 3.131450 1.375568 -1.13 0.45 -0.11 0.000
H 4.831022 4.765413 4.764027 0.17 -0.02 -0.32 0.000
H 5.563177 3.128854 4.981992 0.25 0.14 -0.18 0.000
H 3.887740 3.456497 5.409656 0.05 -0.11 -0.09 0.000
H 4.872168 5.353791 0.130753 0.21 0.13 -0.59 0.000
H 5.364116 6.746678 0.752037 -0.10 0.11 0.38 0.000
C -6.522002 -0.324506 1.855326 -0.97 0.69 0.24 0.000
C -6.963903 1.169065 1.828649 1.22 -0.84 0.82 0.000
C -5.919363 1.979680 2.632937 -0.10 -0.59 -1.15 0.000
O -5.826675 1.608506 3.972315 -1.16 -0.04 -1.13 0.000
C -4.841885 2.334904 4.622821 0.03 -0.70 1.91 0.000
N -6.954622 1.644640 0.454800 -0.08 0.31 -0.14 0.000
H -7.202322 -0.985851 1.318781 -0.24 0.14 -0.18 0.000
H -6.555876 -0.646795 2.896037 0.46 -0.14 -0.03 0.000
H -5.545786 -0.437239 1.383725 0.15 0.10 0.27 0.000
H -7.928869 1.332985 2.308301 -0.21 -0.32 0.14 0.000
H -6.136673 3.042607 2.527761 -0.04 0.37 0.07 0.000
H -4.951292 1.774028 2.176167 0.34 0.20 -0.41 0.000
H -5.072598 1.994675 5.632330 0.82 0.53 0.49 0.000
H -4.922293 3.421514 4.592634 -0.24 0.12 -0.37 0.000
H -3.830732 2.023428 4.360790 0.16 0.02 -0.26 0.000
H -7.786372 1.296813 -0.000519 -0.06 -0.24 -0.26 0.000
H -7.093438 2.644923 0.471267 0.04 0.39 -0.08 0.000
C 1.545911 -1.301828 -4.272760 -0.29 -1.08 -1.24 0.015
C 0.170520 -1.141256 -5.017766 1.17 -0.45 0.60 0.007
C -0.497917 -2.515817 -5.422590 1.40 0.62 0.39 0.007
O 0.268141 -3.122745 -6.476396 -0.39 1.90 0.25 0.002
C -0.069367 -4.427394 -6.744486 -0.88 -1.26 0.15 0.000
N -0.654031 -0.365834 -4.109137 -1.10 0.12 0.66 0.039
H 2.089328 -2.067808 -4.826001 0.26 0.11 -0.10 0.000
H 1.469618 -1.695413 -3.259170 -0.64 0.09 0.02 0.011
H 2.191689 -0.425940 -4.210454 -0.41 0.32 -0.26 0.000
H 0.297554 -0.539359 -5.917586 0.36 -0.36 -0.42 0.000
H -1.547711 -2.332088 -5.651219 -0.20 -0.01 -0.60 0.001
H -0.502742 -3.216257 -4.587447 0.12 0.08 0.45 0.006
H -1.097546 -4.611093 -7.056237 -0.53 0.64 -0.37 0.000
H -0.048342 -5.021986 -5.831185 0.71 -0.41 0.19 0.000
H 0.532728 -4.836934 -7.555571 0.38 0.13 0.37 0.000
H -1.409128 0.089867 -4.601339 -0.61 -0.44 -0.41 0.004
H -0.156119 0.472860 -3.846885 0.75 -0.06 0.61 0.006
C -2.055090 -7.484893 6.203784 0.32 0.98 0.81 0.000
C -1.255057 -6.140109 6.402831 -1.32 -1.45 0.23 0.000
C -2.104351 -4.902261 6.062387 2.23 -0.96 0.59 0.000
O -2.593714 -5.070095 4.788411 -0.55 -0.33 -0.47 0.000
C -3.297872 -3.954068 4.397126 -1.42 0.61 -1.22 0.000
N -0.741096 -6.035359 7.790623 0.21 0.11 -0.75 0.000
H -2.869438 -7.589637 6.920686 -0.07 0.37 0.22 0.000
H -1.388128 -8.312298 6.446011 0.05 -0.15 -0.48 0.000
H -2.523043 -7.553095 5.221709 0.48 -0.09 -0.09 0.000
H -0.389685 -6.209554 5.743727 -0.14 0.31 -0.55 0.000
H -1.349727 -4.119045 5.990006 -0.17 0.82 0.55 0.000
H -2.867244 -4.691290 6.811778 -0.10 -0.02 0.11 0.000
H -4.255735 -3.826713 4.901492 -0.16 -0.18 0.61 0.000
H -3.594429 -4.102188 3.358762 0.34 0.12 -0.23 0.000
H -2.793121 -2.993601 4.501237 0.56 -0.03 0.01 0.000
H -0.005771 -6.726215 7.836733 -0.15 -0.89 0.39 0.000
H -0.113888 -5.245498 7.737399 -0.14 0.94 0.39 0.000
C 5.043742 3.318245 -2.222308 -2.02 -0.47 -0.93 0.000
C 5.307732 4.512242 -3.097228 -0.74 0.48 -0.51 0.000
C 4.117935 5.532315 -3.170964 0.59 -1.39 1.14 0.000
O 3.833197 5.942106 -1.830081 0.98 -0.95 -0.35 0.000
C 3.327137 7.239497 -1.724916 -0.23 -0.92 -0.06 0.000
N 6.478127 5.137768 -2.574866 0.65 1.30 0.26 0.000
H 4.668760 3.550690 -1.225583 0.66 0.27 0.18 0.000
H 5.905652 2.651594 -2.250445 -0.20 -0.10 0.25 0.000
H 4.162278 2.855354 -2.665989 0.00 -0.91 -0.09 0.000
H 5.517474 4.209937 -4.123245 -0.24 -0.31 -0.22 0.000
H 3.241729 4.990122 -3.526465 -0.16 0.15 -0.48 0.000
H 4.354183 6.396137 -3.792326 0.09 -0.02 -0.14 0.000
H 4.049268 7.923142 -2.171295 -0.20 0.53 0.21 0.000
H 3.176540 7.336093 -0.649703 -0.12 0.76 -0.18 0.000
H 2.382159 7.215872 -2.267652 -0.29 0.80 0.07 0.000
H 6.912115 4.440460 -1.987056 0.52 0.28 0.14 0.000
H 6.070046 5.796820 -1.927401 0.61 0.45 0.56 0.000
C -1.332294 -6.623750 2.378530 0.49 -1.75 0.21 0.000
C -1.014431 -6.059471 1.013026 0.77 1.14 0.65 0.000
C -1.358301 -6.901356 -0.209347 0.51 0.64 0.14 0.000
O -0.812264 -8.196611 -0.190269 -2.35 -0.92 1.04 0.000
C 0.479275 -8.386220 -0.636722 0.50 1.39 -0.41 0.000
N -1.712061 -4.768018 0.933692 -0.29 -0.45 -1.02 0.000
H -2.394234 -6.862771 2.435576 -0.26 0.53 0.23 0.000
H -0.981274 -6.017547 3.213638 -0.45 0.45 -0.31 0.000
H -0.892101 -7.593078 2.612463 0.40 -0.28 -0.46 0.000
H 0.028301 -5.757725 0.914222 0.42 -0.54 0.32 0.000
H -1.003087 -6.346187 -1.077509 0.15 0.09 -0.29 0.000
H -2.444376 -6.878003 -0.298788 -0.22 -0.85 -0.02 0.000
H 1.106661 -7.655631 -0.126093 0.65 -0.12 -0.05 0.000
H 0.479515 -8.149512 -1.700705 0.53 -0.20 -0.34 0.000
H 0.846178 -9.395594 -0.450618 -0.36 0.06 0.06 0.000
H -1.512324 -4.204768 1.747913 -0.12 -0.33 0.17 0.000
H -2.692628 -5.009970 0.940309 -0.40 0.50 0.17 0.000
C 3.818238 4.117538 -8.605490 -0.76 -0.79 -0.49 0.000
C 4.267689 3.898437 -7.152424 -3.28 -0.12 0.11 0.000
C 3.353065 2.864820 -6.432210 -0.96 0.88 -0.48 0.000
O 2.115241 3.543539 -6.282448 -0.83 0.09 0.43 0.000
C 1.261874 3.032381 -5.262441 0.62 -0.03 -0.40 0.000
N 5.589923 3.495265 -7.077742 2.36 0.21 0.51 0.000
H 4.155505 3.227010 -9.135880 0.27 0.14 -0.48 0.000
H 4.160551 5.034067 -9.086011 0.65 -0.08 0.23 0.000
H 2.748338 4.145410 -8.812013 -0.27 -0.03 0.65 0.000
H 4.068507 4.852884 -6.665131 0.43 -0.01 0.56 0.000
H 3.643606 2.485347 -5.452575 0.80 0.36 0.14 0.000
H 3.169602 1.984766 -7.048609 0.23 -0.30 -0.36 0.000
H 1.741838 3.067125 -4.284419 0.12 0.24 0.20 0.000
H 1.032265 1.978153 -5.417313 -0.21 -0.25 -0.28 0.000
H 0.345058 3.621808 -5.251671 0.13 -0.04 -0.06 0.000
H 5.740111 2.561402 -7.431943 -0.01 -0.04 -0.21 0.000
H 6.092727 4.155376 -7.653532 0.76 -0.29 -0.02 0.000
C 3.222390 0.001599 3.821808 -0.81 0.30 -0.10 0.000
C 4.546425 0.165630 4.492305 0.26 -0.02 -1.13 0.000
O 4.780397 -1.036335 5.164390 0.31 -0.89 1.11 0.000
H 3.034373 0.805506 3.110135 -0.07 -0.02 0.06 0.000
H 2.414788 -0.007970 4.553782 -0.03 0.11 0.03 0.000
H 3.173390 -0.962104 3.314885 0.15 0.06 -0.13 0.000
H 4.599226 1.052844 5.123315 -0.06 -0.07 0.21 0.000
H 5.298760 0.249345 3.708027 0.24 0.42 -0.13 0.000
H 5.718664 -1.140706 5.338644 0.00 0.06 0.09 0.000
C -5.355955 -3.584586 -0.155410 -0.32 -0.08 -0.21 0.000
C -5.571952 -4.266757 1.174518 -0.70 1.45 0.83 0.000
O -4.626396 -5.264439 1.300038 0.76 -1.89 -0.43 0.000
H -5.972277 -2.703311 -0.333173 0.05 0.22 0.52 0.000
H -5.675267 -4.251965 -0.955883 0.35 -0.31 -0.06 0.000
H -4.301212 -3.331644 -0.263310 -0.03 -0.01 -0.14 0.000
H -6.601735 -4.592487 1.321288 -0.15 -0.44 -0.39 0.000
H -5.393606 -3.638360 2.047102 -0.18 0.98 -0.18 0.000
H -4.843879 -5.854956 2.025016 -0.02 -0.04 0.09 0.000
C 6.179546 -0.742373 -2.420365 -0.41 1.11 0.34 0.000
C 5.864209 -0.760622 -3.882828 0.01 -0.45 0.34 0.000
O 6.218752 -2.006477 -4.432966 -0.44 -0.81 -0.88 0.000
H 7.264666 -0.737263 -2.317452 -0.06 -0.29 0.57 0.000
H 5.628378 -1.484092 -1.842293 0.49 -0.51 -0.23 0.000
H 5.769758 0.186747 -2.024262 0.34 0.38 0.16 0.000
H 6.379443 0.052153 -4.394715 -0.09 0.20 -0.10 0.000
H 4.785634 -0.658539 -4.002663 -0.01 0.01 -0.36 0.000
H 7.150693 -2.217848 -4.341268 0.08 0.36 0.20 0.000
C -0.554821 -0.156288 5.137575 0.15 0.24 -0.19 0.000
C -1.474384 0.128237 6.317131 1.02 -1.60 -1.16 0.000
O -1.232176 1.372808 6.852482 -0.29 1.49 0.74 0.000
H -1.010697 -0.947901 4.542908 0.33 -0.13 -0.17 0.000
H 0.483746 -0.397104 5.364461 -0.10 -0.29 0.34 0.000
H -0.476891 0.743602 4.527459 -0.29 -0.08 -0.17 0.000
H -1.310478 -0.621449 7.091222 -0.52 -0.36 0.01 0.000
H -2.454736 0.039294 5.849065 -0.46 0.42 0.80 0.000
H -0.486093 1.302717 7.452517 0.04 0.07 0.05 0.000